Run w
DFT (the ωB97M-V functional and the def2-TZVPD basis) results for a molecular structure, C5H6N3.

The geometry in ORCA input format:
```
! RIJCOSX wB97M-V def2-TZVPD def2/J DEFGRID3
* xyz 1 1
C -0.68656 0.83404 0.18981
C -2.61832 0.14292 -0.10544
C -1.90056 -1.01509 0.01714
C 1.51215 0.31132 -0.58865
C 0.87496 -0.44351 0.54402
N -1.85252 1.29856 -0.03334
N 0.72448 1.13935 0.34718
N -0.61140 -0.51632 0.21880
H -3.66648 0.24774 -0.42720
H -1.85618 -2.10412 -0.21819
H 2.58068 0.46386 -0.67245
H 1.16710 0.24340 -1.57488
H 1.59482 -0.98781 1.36154
H 1.17994 1.66460 1.05500
*
```

Highest occupied orbital energy, eV: -13.7

Results of the natural (NBO) charge analysis, in e, for atoms 1 through 8: C 0.4447; C -0.0590; C -0.0639; C -0.2250; C 0.1684; N -0.3669; N -0.3680; N -0.3690

Run x
DFT (the ωB97M-V functional and the def2-TZVPD basis) results for a gas-phase ion, C5H6N3 (charge +1).

The geometry in ORCA input format:
```
! RIJCOSX wB97M-V def2-TZVPD def2/J DEFGRID3
* xyz 1 1
C 1.17491 0.67367 -0.03685
N -0.15868 0.07398 -0.10845
C -0.42070 -1.21670 0.17676
C -1.80190 -1.32741 0.37589
N -2.32891 -0.07478 0.02840
C -3.62846 0.22000 -0.03515
N -4.72555 0.46289 -0.17549
C -1.30578 0.75459 -0.21238
H 1.91744 -0.02439 -0.42311
H 0.96616 1.64008 -0.58416
H 1.41546 0.86524 0.94757
H 0.34587 -1.98439 0.58678
H -2.42723 -2.14693 0.39750
H -1.64376 1.72109 -0.55512
*
```

Highest occupied orbital energy, eV: -15.2
SMILES string: C[n+]1ccn(C#N)c1

Results of the natural (NBO) charge analysis, in e, for atoms 1 through 8: C -0.3924; N -0.2663; C -0.0257; C -0.0049; N -0.3489; C 0.3650; N -0.1466; C 0.2757

Most stable: run x

Run w
DFT (the ωB97M-V functional and the def2-TZVPD basis) results for a single CH2FNO2 molecule.

The geometry in ORCA input format:
```
! RIJCOSX wB97M-V def2-TZVPD def2/J DEFGRID3
* xyz 0 1
O 1.60210 -1.05603 -1.76850
N 1.34935 -0.77929 -0.62958
O 2.04421 -1.06842 0.60249
C 0.07457 -0.00021 -0.42214
F -0.40263 0.28998 -1.63025
H -0.74229 -0.51646 0.11838
H 0.47682 0.94310 0.22028
*
```

Highest occupied orbital energy (spin up / spin down), eV: -11.3 / -11.3
SMILES string: O=[N+]([O-])CF

For reference, the natural (NBO) charges in units of e are: O -0.2384; N 0.4545; O -0.4536; C 0.1302; F -0.3137; H 0.2124; H 0.2087

Run x
DFT (the ωB97M-V functional and the def2-TZVPD basis) results for 2 unconnected molecules or ions with the total composition CH2FNO2.

The geometry in ORCA input format:
```
! RIJCOSX wB97M-V def2-TZVPD def2/J DEFGRID3
* xyz 0 1
C 0.47886 -0.26423 0.15235
N -0.84117 0.33157 0.00150
O -0.89747 1.53561 0.06141
O -1.76501 -0.43045 -0.12715
F 0.46948 -1.58274 0.02475
H 1.51535 0.32994 -1.12962
H 1.03996 0.08029 1.01676
*
```

Highest occupied orbital energy, eV: -11.5

For reference, the natural (NBO) charges in units of e are: C 0.2169; N 0.4622; O -0.3576; O -0.3363; F -0.3098; H 0.1171; H 0.2074

Most stable: run w

Run w
DFT (the ωB97M-V functional and the def2-TZVPD basis) results for a molecular structure, CH4NO3P.

The geometry in ORCA input format:
```
! RIJCOSX wB97M-V def2-TZVPD def2/J DEFGRID3
* xyz 0 1
C 1.68562 0.12824 -0.52591
N -1.88500 -0.21276 0.60331
O -0.53681 -2.24833 -0.06512
O 0.45106 -0.63241 1.75861
O 0.54265 -0.01163 -0.87963
P -0.49888 -1.02827 0.72530
H 2.16947 0.07124 0.44294
H 2.25907 0.44840 -1.35922
H -1.93648 0.79809 0.88386
H -2.31629 -0.61728 -0.19196
*
```

Highest occupied orbital energy, eV: -10.9

Results of the natural (NBO) charge analysis, in e, for atoms 1 through 8: C 0.3281; N -1.2167; O -1.0792; O -1.0939; O -0.5248; P 2.4177; H 0.1884; H 0.1238

Run x
DFT (the ωB97M-V functional and the def2-TZVPD basis) results for 2 unconnected molecules or ions with the total composition CH4NO3P.

The geometry in ORCA input format:
```
! RIJCOSX wB97M-V def2-TZVPD def2/J DEFGRID3
* xyz 0 1
C 0.57045 0.16490 1.23827
N -0.05500 -0.91928 1.65615
O -0.69611 2.14005 -1.74387
O 0.52357 -0.07786 -1.95096
O -1.86503 -0.08941 -0.92139
P -0.77047 0.74776 -1.32254
H 1.50129 0.33521 1.77931
H 0.35065 -1.43535 2.46033
H 0.98738 0.68765 -2.15319
H -0.54674 -1.55366 0.95788
*
```

Highest occupied orbital energy, eV: -9.5

Results of the natural (NBO) charge analysis, in e, for atoms 1 through 8: C -0.0847; N -0.7392; O -1.0406; O -0.9379; O -1.0478; P 2.4258; H 0.1324; H 0.3707

Most stable: run w

Run w
DFT (the ωB97M-V functional and the def2-TZVPD basis) results for a single C2H3BrN2S molecule.

The geometry in ORCA input format:
```
! RIJCOSX wB97M-V def2-TZVPD def2/J DEFGRID3
* xyz 0 1
C 1.26737 -0.03687 0.57252
C -1.24558 -0.42554 -0.70935
N 0.76202 1.13686 0.14615
N -0.22766 1.42131 -0.34016
S 0.03275 -1.35358 -0.05626
Br -2.94879 -0.07084 0.26825
H 2.34979 -0.13778 0.18678
H 1.28839 -0.04844 1.65772
H -1.27831 -0.48511 -1.72564
*
```

Highest occupied orbital energy (spin up / spin down), eV: -8.7 / -8.7

Results of the natural (NBO) charge analysis, in e, for atoms 1 through 8: C -0.3881; C -0.4942; N -0.0714; N 0.0762; S 0.1830; Br 0.0019; H 0.2526; H 0.2476

Run x
DFT (the ωB97M-V functional and the def2-TZVPD basis) results for a single C2H3BrN2S molecule.

The geometry in ORCA input format:
```
! RIJCOSX wB97M-V def2-TZVPD def2/J DEFGRID3
* xyz 0 1
N -1.58736 -2.56203 -0.21070
C -1.03126 -1.58462 -0.38727
C -0.27328 -0.33650 -0.49126
N 0.82728 -0.23956 0.54146
S 2.12337 -1.28120 0.37805
Br 3.83198 0.13026 -0.12986
H -0.03473 -0.20007 -1.66960
H -0.79504 0.64917 -0.25781
H 0.34660 -0.10698 1.53091
*
```

Highest occupied orbital energy, eV: -9.4
SMILES string: N#CCNSBr

Results of the natural (NBO) charge analysis, in e, for atoms 1 through 8: N -0.2876; C 0.2389; C -0.3547; N -0.7885; S 0.4004; Br -0.1389; H 0.2655; H 0.2575

Most stable: run x